Entry 1:
Molecular formula: C25H41N6NiO3P2S
Method: DFT, ωB97M-V with the def2-TZVPD basis set

Structure (XYZ):
```
79
Properties=species:S:1:pos:R:3:lowdin_charge:R:1
Ni 0.11020 0.31680 -0.42270 0.45
C 2.54430 4.05370 3.16700 -0.09
N 2.60720 2.87670 2.32530 -0.29
C 3.09560 1.69260 3.00680 -0.09
P 1.40030 2.62930 1.21040 0.51
O 1.70760 1.44460 0.38570 -0.29
O 0.06520 2.48130 2.11500 -0.25
P -1.36020 1.67050 1.96650 0.56
O -1.37610 0.70620 0.85890 -0.29
N -2.41940 2.90160 1.70800 -0.29
C -2.61680 4.03990 2.57480 -0.11
C -3.46260 2.71010 0.72000 -0.08
N -1.54780 0.89680 3.41970 -0.29
C -1.10710 -0.48430 3.50080 -0.09
C -1.54610 1.58130 4.69410 -0.08
N 1.13570 3.96580 0.27070 -0.29
C 0.29650 5.09840 0.59470 -0.09
C 2.19350 4.25860 -0.67630 -0.09
H 3.55250 4.30560 3.49860 0.10
H 1.91570 3.90010 4.05130 0.09
H 2.14300 4.88610 2.59520 0.07
H 4.13860 1.84720 3.27960 0.10
H 3.02100 0.84610 2.32940 0.06
H 2.51790 1.47960 3.91160 0.09
H -1.73160 4.19730 3.18720 0.08
H -3.48930 3.90640 3.22220 0.10
H -2.78540 4.93220 1.96520 0.09
H -3.31560 1.75050 0.23430 0.07
H -3.40560 3.49580 -0.03570 0.09
H -4.45040 2.73710 1.18180 0.09
H -1.07220 -0.89890 2.49680 0.07
H -1.83220 -1.05660 4.08090 0.10
H -0.12300 -0.57520 3.97220 0.09
H -2.13690 2.48680 4.62480 0.06
H -0.53830 1.84020 5.03680 0.09
H -2.00380 0.92480 5.43450 0.10
H -0.38320 4.82810 1.39390 0.05
H -0.29080 5.36950 -0.28690 0.10
H 0.88250 5.97600 0.89080 0.09
H 2.71250 3.33410 -0.92010 0.07
H 2.91640 4.97560 -0.27110 0.10
H 1.75270 4.67150 -1.58580 0.09
S -0.93490 1.11530 -2.48330 0.75
C 0.41370 1.25570 -3.45290 -0.82
N 0.39030 1.62610 -4.73920 0.03
C 1.71170 1.65400 -5.33300 -0.12
C 2.62690 1.28810 -4.14410 -0.12
N 1.68170 1.05700 -3.07120 0.03
H -0.46160 1.74100 -5.25790 0.15
H 1.94200 2.64830 -5.72790 0.12
H 1.78290 0.92340 -6.14270 0.12
H 3.30160 2.10710 -3.88150 0.12
H 3.22020 0.38960 -4.33800 0.13
H 1.93640 0.78190 -2.13010 0.11
C -2.25260 -6.21300 -0.98820 -0.09
C -1.62460 -5.68440 0.13100 -0.08
C -1.14880 -4.38770 0.12120 -0.04
C -1.29250 -3.59530 -1.02160 -0.23
C -1.96510 -4.12610 -2.12950 -0.04
C -2.42760 -5.42570 -2.11650 -0.08
C -0.77520 -2.23930 -1.14240 -0.10
C 0.24870 -1.66500 -0.46760 -0.15
C 1.22620 -2.32950 0.37160 -0.27
C 1.66490 -1.74380 1.57110 -0.07
C 2.61530 -2.36160 2.35580 -0.09
C 3.15650 -3.57840 1.96520 -0.09
C 2.74580 -4.16350 0.77590 -0.07
C 1.80610 -3.54750 -0.02330 -0.04
H -2.61780 -7.22910 -0.97730 0.10
H -1.50770 -6.29170 1.01620 0.10
H -0.67720 -3.97530 1.00080 0.11
H -2.09800 -3.51200 -3.00910 0.11
H -2.92820 -5.82620 -2.98540 0.10
H -1.29380 -1.65960 -1.90400 0.06
H 1.23740 -0.79060 1.86030 0.07
H 2.95030 -1.89970 3.27360 0.10
H 3.89680 -4.06180 2.58350 0.10
H 3.16130 -5.11290 0.47420 0.11
H 1.48710 -4.00730 -0.94620 0.12
```

- Net charge: +1
- 2S+1: 3
- HOMO energy (spin up / spin down): -0.3406 / -0.3407 Eh
- Gap between HOMO and LUMO (spin up / spin down): 7.42 / 6.80 eV
- Energy relative to the best compared isomer or geometry (same formula, charge and spin): 71.27 kJ/mol



Entry 2:
Molecular formula: C40H31F3N9O5S3Sr
Method: DFT, ωB97M-V with the def2-TZVPD basis set

Structure (XYZ):
```
92
Properties=species:S:1:pos:R:3:lowdin_charge:R:1
Sr -1.16399 0.04800 -0.39211 1.34
O 3.22478 -0.59086 1.56239 0.01
C 2.12063 -0.10435 1.31681 -0.49
N 1.49754 -0.01520 0.13143 0.06
C 2.27480 -0.01971 -0.99907 -0.46
O 3.36908 0.50176 -1.12866 0.07
C 1.68077 -0.74124 -2.19664 -0.24
C 2.49111 -0.98708 -3.29540 -0.01
C 1.97495 -1.72000 -4.34877 -0.06
C 0.66493 -2.16983 -4.27957 -0.05
C -0.07965 -1.85280 -3.15574 -0.12
N 0.41905 -1.15662 -2.13548 0.02
C 1.31212 0.38714 2.51635 -0.20
C 1.88445 0.25222 3.77925 -0.01
C 1.19766 0.71982 4.88283 -0.07
C -0.03654 1.32398 4.68955 -0.07
C -0.52870 1.41040 3.39759 -0.15
N 0.11310 0.94202 2.32788 0.11
H 3.50096 -0.60338 -3.28631 0.12
H 2.58610 -1.93976 -5.21596 0.10
H 0.21832 -2.74448 -5.07909 0.10
H -1.11898 -2.15423 -3.06966 0.11
H 2.85664 -0.21427 3.84434 0.11
H 1.61772 0.62562 5.87686 0.10
H -0.61125 1.72043 5.51627 0.10
H -1.48988 1.87361 3.21686 0.09
S -6.16302 5.89331 2.58863 0.97
N -6.14885 4.30271 2.88410 -0.23
C -5.08709 3.80975 2.27111 -0.30
C -4.68161 2.41697 2.26616 -0.09
C -5.39772 1.41919 2.92884 0.00
C -4.94525 0.12427 2.85925 -0.02
C -3.78952 -0.14055 2.12394 -0.12
N -3.09478 0.79616 1.50268 0.08
C -3.52659 2.06273 1.56024 -0.15
C -2.72677 3.08984 0.85381 -0.14
N -1.62218 2.68127 0.21893 0.07
C -0.88677 3.57092 -0.42836 -0.09
C -1.21040 4.92844 -0.47907 -0.02
C -2.33960 5.36258 0.17182 0.00
C -3.12016 4.43205 0.85822 -0.09
C -4.32519 4.79491 1.57966 -0.30
N -4.82742 6.01280 1.68366 -0.23
H -6.29578 1.68438 3.47167 0.12
H -5.47504 -0.68788 3.33685 0.11
H -3.43074 -1.15576 2.00820 0.09
H -0.02375 3.18302 -0.95524 0.11
H -0.57862 5.60894 -1.03218 0.11
H -2.64050 6.40222 0.16447 0.11
N -1.77065 -5.79874 4.87547 0.08
C -1.08675 -5.86448 3.71998 -0.85
S -0.33754 -7.23594 3.20968 0.64
C -1.04519 -4.58179 2.96632 -0.25
C -1.16800 -4.55802 1.58933 -0.01
C -1.15276 -3.33117 0.93926 -0.14
N -0.97115 -2.17149 1.56800 0.05
C -0.82990 -2.20310 2.89484 -0.13
C -0.87847 -3.36856 3.63559 -0.02
H -1.86657 -6.63752 5.42227 0.09
H -2.34445 -5.00064 5.08814 0.10
H -1.27140 -5.47277 1.02416 0.11
H -1.26454 -3.29253 -0.13605 0.10
H -0.66169 -1.25316 3.38922 0.09
H -0.73052 -3.32881 4.70755 0.11
C 3.34629 -5.03268 -0.75962 -0.26
S 2.06455 -3.77209 -0.67156 0.84
C 2.20298 -3.48281 1.09346 -0.24
O 0.77419 -4.48544 -0.89869 -0.53
H 3.07543 -5.85253 -0.09363 0.05
H 4.30440 -4.59589 -0.47970 0.05
H 3.38267 -5.38224 -1.78945 0.04
H 3.19087 -3.08566 1.32282 0.06
H 1.99105 -4.41704 1.61623 0.06
H 1.46353 -2.72241 1.34380 0.02
F -3.94559 -2.63224 0.24081 -0.10
C -3.46516 -1.61290 -0.62798 -0.50
F -4.57348 -0.75308 -0.66317 -0.07
F -3.55266 -2.25241 -1.86560 -0.07
O -2.24114 1.08224 -2.36491 -0.17
C -1.31788 1.51510 -3.10977 -0.66
O -0.14804 1.75669 -2.74546 -0.04
C -1.66353 1.72899 -4.56727 -0.13
C -2.98341 1.91233 -4.96028 -0.02
C -3.29302 2.10561 -6.29922 -0.10
C -2.28595 2.09014 -7.25585 -0.11
C -0.96726 1.89050 -6.86729 -0.10
C -0.65696 1.72220 -5.52533 -0.03
H -3.75723 1.87842 -4.20458 0.11
H -4.32292 2.25577 -6.60004 0.09
H -2.52907 2.22806 -8.30270 0.09
H -0.18056 1.86949 -7.61210 0.09
H 0.36578 1.58663 -5.19642 0.11
```

- Net charge: -1
- HOMO energy: -0.1890 Eh
- Gap between HOMO and LUMO: 6.42 eV
- Energy relative to the best compared isomer or geometry (same formula, charge and spin): 0.00 kJ/mol



Entry 3:
Molecular formula: C19H25IN4S3Ti
Method: DFT, ωB97M-V with the def2-TZVPD basis set

Structure (XYZ):
```
53
Properties=species:S:1:pos:R:3:lowdin_charge:R:1
Ti -0.07334 0.05236 -0.12922 0.53
C 3.47705 -0.47270 -0.04854 -0.44
C 3.15076 0.39600 -1.26108 -0.46
S 1.59522 0.11805 -2.14903 0.85
C 1.76698 -1.50126 -2.93438 -0.48
C 1.78580 -2.70258 -2.00652 -0.46
S 0.32730 -2.67939 -0.93600 0.90
C 0.95770 -3.37493 0.59889 -0.47
C 2.13069 -2.65113 1.25044 -0.46
S 2.09702 -0.84447 1.10220 0.89
H 4.23163 0.04876 0.53930 0.09
H 3.91227 -1.42486 -0.34245 0.07
H 3.96543 0.32309 -1.98328 0.10
H 3.08639 1.44408 -0.96978 0.06
H 2.65745 -1.47551 -3.56295 0.10
H 0.90671 -1.55032 -3.60490 0.09
H 2.67997 -2.72600 -1.38932 0.07
H 1.77716 -3.61268 -2.60642 0.10
H 1.21413 -4.42189 0.43396 0.10
H 0.08638 -3.36720 1.25575 0.07
H 3.09320 -2.98751 0.86785 0.09
H 2.13181 -2.87229 2.31716 0.09
C 1.60173 4.38773 1.74718 -0.01
C 1.27632 3.33831 2.59192 -0.02
C 0.85066 2.14728 2.03896 -0.13
N 0.73487 1.96076 0.71468 -0.08
C 1.03371 2.99186 -0.09229 -0.14
C 1.47757 4.21093 0.37750 -0.02
H 1.94284 5.33101 2.15235 0.13
H 1.35180 3.44113 3.66496 0.12
H 0.60705 1.29766 2.66586 0.10
H 0.89473 2.81896 -1.15366 0.10
H 1.71207 5.00556 -0.31635 0.12
I -4.97187 3.93212 0.25166 0.95
C -3.48683 2.79475 -0.60861 -0.76
C -3.13938 2.72330 -1.93896 -0.10
N -2.11739 1.85447 -2.02805 0.02
N -1.77744 1.34659 -0.83074 -0.09
C -2.61207 1.91870 0.03989 -0.19
H -3.54953 3.22032 -2.80205 0.14
H -1.62940 1.56805 -2.86062 0.16
H -2.56093 1.68395 1.09183 0.12
C -4.15381 -2.51920 1.26533 -0.02
C -3.31464 -2.04350 2.25893 -0.02
C -2.14598 -1.40332 1.89030 -0.12
N -1.78231 -1.22918 0.61226 -0.10
C -2.59757 -1.71096 -0.34299 -0.18
C -3.78902 -2.34579 -0.06347 -0.01
H -5.08028 -3.01645 1.51958 0.13
H -3.56272 -2.15922 3.30433 0.12
H -1.46995 -1.01256 2.64319 0.12
H -2.28439 -1.54909 -1.36598 0.10
H -4.41553 -2.70177 -0.86862 0.12
```

- Net charge: +2
- 2S+1: 3
- HOMO energy (spin up / spin down): -0.4799 / -0.5066 Eh
- Gap between HOMO and LUMO (spin up / spin down): 7.63 / 8.44 eV
- Energy relative to the best compared isomer or geometry (same formula, charge and spin): 0.00 kJ/mol



Entry 4:
Molecular formula: C7H12N
Method: DFT, ωB97M-V with the def2-TZVPD basis set

Structure (XYZ):
```
20
Properties=species:S:1:pos:R:3:lowdin_charge:R:1
C 2.99609 -1.15623 -0.64390 -0.09
N 1.76725 -0.70982 -0.23074 0.00
C 0.73832 -0.84628 -0.93801 0.00
C -0.68860 -0.48373 -0.48173 -0.05
C -1.45387 0.67036 0.31743 -0.44
C -0.59684 1.63128 1.10160 -0.06
C -2.89568 0.20519 0.83515 0.10
C -2.79055 1.12006 -0.06283 -0.01
H 3.35857 -0.74243 -1.61159 0.12
H 3.85896 -1.01655 0.07853 0.13
H 3.04138 -2.25416 -0.85309 0.12
H 1.84803 -0.04879 0.61527 0.22
H 0.86245 -1.34043 -1.91412 0.17
H -1.34488 -0.80629 -1.41764 0.15
H -0.96592 -1.34421 0.25326 0.16
H -1.17511 2.52472 1.43362 0.10
H 0.24408 1.99331 0.50056 0.08
H -0.27083 1.28010 2.07481 0.08
H -3.14864 -0.21265 1.77278 0.11
H -3.38422 1.53654 -0.82935 0.11
```

- Net charge: +1
- HOMO energy: -0.4789 Eh
- Gap between HOMO and LUMO: 8.37 eV
- Energy relative to the best compared isomer or geometry (same formula, charge and spin): 445.30 kJ/mol
- SMILES string: C/[NH+]=C/CC1(C)C=C1



Entry 5:
Molecular formula: C5H9BrN5P
Method: DFT, ωB97M-V with the def2-TZVPD basis set

Structure (XYZ):
```
21
Properties=species:S:1:pos:R:3:lowdin_charge:R:1
C -0.96528 -0.45609 2.52942 -0.14
C 0.15095 0.56032 2.57109 -0.78
Br 0.69388 0.92947 4.39739 0.70
C 1.34155 0.08936 1.74858 -0.20
C 0.92327 -0.00938 0.33418 -0.37
N 0.53663 1.11014 -0.24627 0.14
N 0.11761 1.02391 -1.49456 0.08
C 0.13170 -0.16913 -2.03459 -0.49
P -0.52302 -0.28199 -3.75462 0.71
N -1.52612 0.84441 -4.16414 -0.32
N 0.55055 -1.28328 -1.47846 0.07
N 0.96872 -1.20228 -0.22729 0.13
H -1.49233 -0.40159 1.58482 0.08
H -1.70119 -0.27072 3.29381 0.07
H -0.57875 -1.46255 2.61903 0.08
H -0.23162 1.47750 2.16230 0.08
H 1.62144 -0.88778 2.11004 0.11
H 2.17757 0.76798 1.85083 0.12
H -1.14805 -1.54100 -3.79441 0.00
H 0.60810 -0.35499 -4.59267 -0.01
H -1.65559 1.51770 -3.41447 -0.05
```

- Net charge: 0
- HOMO energy: -0.3322 Eh
- Gap between HOMO and LUMO: 7.46 eV
- SMILES string: C[C@@H](Br)Cc1nnc([PH2]=N)nn1



Entry 6:
Molecular formula: C3H3LiO3Tl
Method: DFT, ωB97M-V with the def2-TZVPD basis set

Structure (XYZ):
```
11
Properties=species:S:1:pos:R:3:lowdin_charge:R:1
H 0.54641 0.85139 0.23991 0.17
C -0.52062 2.09328 0.70219 -0.03
C -0.27893 3.47152 1.19919 -0.26
O -1.52218 4.15277 1.23247 -0.11
C -1.54171 5.47019 1.55411 -0.48
O -0.43651 5.98107 1.83530 -0.30
O 0.36685 1.26963 1.17687 -0.08
Tl -1.91255 8.10871 2.20766 0.95
H 0.44247 3.95604 0.51397 0.14
H 0.19367 3.48761 2.19837 0.12
Li 2.41637 1.87503 1.37858 0.88
```

- Net charge: +1
- HOMO energy: -0.3890 Eh
- Gap between HOMO and LUMO: 5.50 eV
- Energy relative to the best compared isomer or geometry (same formula, charge and spin): 659.96 kJ/mol



Entry 7:
Molecular formula: C5H15N2O
Method: DFT, ωB97M-V with the def2-TZVPD basis set

Structure (XYZ):
```
23
Properties=species:S:1:pos:R:3:lowdin_charge:R:1
C -0.55594 0.60385 -1.47779 -0.13
N 0.00935 0.00599 -0.28960 0.11
C -0.95771 -0.64238 0.60906 -0.10
C -0.32693 -1.03782 1.95324 -0.14
C -0.51707 -0.01472 3.05452 -0.20
O -0.36369 1.31479 2.52409 -0.06
C 0.46976 0.50930 -2.68951 -0.06
N 1.68284 -0.36029 -2.42913 0.23
H -0.86166 1.68744 -1.37247 0.18
H -1.59016 0.39597 -1.76230 0.15
H 0.43184 0.75695 0.31924 0.19
H -1.44280 -1.47857 0.09348 0.16
H -1.56607 0.27287 0.81883 0.19
H 0.68798 -1.39944 1.83941 0.12
H -0.73042 -2.03698 2.21541 0.15
H -1.51319 -0.00829 3.47550 0.14
H 0.21179 -0.17014 3.84820 0.14
H 0.53451 1.60328 2.71980 0.11
H 0.77064 1.52509 -2.97603 0.14
H -0.23941 0.10878 -3.45795 0.16
H 2.04226 -0.87311 -3.23597 0.19
H 2.39119 0.27882 -2.07394 0.18
H 1.43290 -1.04140 -1.70608 0.16
```

- Net charge: +2
- 2S+1: 2
- HOMO energy (spin up / spin down): -0.6633 / -0.6584 Eh
- Gap between HOMO and LUMO (spin up / spin down): 10.62 / 5.41 eV
- Energy relative to the best compared isomer or geometry (same formula, charge and spin): 314.87 kJ/mol



Entry 8:
Molecular formula: C5H11N2S
Method: DFT, ωB97M-V with the def2-TZVPD basis set

Structure (XYZ):
```
19
Properties=species:S:1:pos:R:3:lowdin_charge:R:1
C 0.75582 0.82623 -0.92630 -0.60
C 0.85864 -1.77536 -0.12060 -0.30
C 0.17029 -0.76583 0.80705 -0.11
C -0.33077 1.60603 1.01910 0.00
C -1.51879 0.27891 -0.63007 0.02
N 2.04075 -1.15167 -0.58926 0.11
N -0.22094 0.48506 0.05727 -0.38
S 1.04773 1.99912 -1.90731 0.93
H 1.14159 -2.63185 0.51074 0.14
H 0.17666 -2.15183 -0.89747 0.12
H -0.71808 -1.18224 1.28199 0.14
H 0.90236 -0.47839 1.56298 0.14
H -0.75547 2.47831 0.52509 0.11
H -0.97448 1.31668 1.84842 0.12
H 0.65521 1.86235 1.40402 0.12
H -2.29427 0.07073 0.10566 0.12
H -1.79083 1.17227 -1.19082 0.11
H -1.44510 -0.55772 -1.32217 0.12
H 2.29970 -1.40079 -1.53829 0.07
```

- Net charge: +1
- HOMO energy (spin up / spin down): -0.4625 / -0.4924 Eh
- Gap between HOMO and LUMO (spin up / spin down): 7.63 / 8.68 eV
- Energy relative to the best compared isomer or geometry (same formula, charge and spin): 479.58 kJ/mol